No. 1
Molecular formula: C16H14FeO7
Method: DFT, ωB97M-V with the def2-TZVPD basis set

The geometry in XYZ format:
```
38
Properties=species:S:1:pos:R:3:forces:R:3
O 2.9521 2.4951 1.4932 -1.9 -1.0 -1.1
C 2.0918 1.8257 1.0827 3.3 2.0 1.3
Fe 0.9956 0.4606 0.8738 0.8 -1.1 -1.3
C 2.2245 -0.8431 0.7935 2.6 -2.3 1.3
O 3.0033 -1.6732 1.0274 -1.8 1.8 -0.9
C 0.9375 0.2508 2.6201 0.6 -0.6 4.6
O 1.1645 0.1713 3.7585 -0.7 0.2 -2.3
C -1.5704 -1.4056 0.3881 2.6 1.7 1.7
C -2.3056 -0.4578 1.1007 -1.3 -1.3 -0.3
C -1.9378 0.8422 1.3907 0.7 1.5 0.1
C -0.7499 1.5263 0.9547 -2.4 1.5 1.1
C -0.2946 1.4463 -0.4133 -0.1 -0.7 -1.0
C -0.0901 0.1884 -0.9557 -0.5 1.4 -1.1
C -0.3152 -1.0048 -0.1997 -0.9 -2.7 -0.9
H -1.6526 -2.4706 0.6238 0.0 0.6 0.0
H -3.2679 -0.7875 1.5103 0.3 0.1 0.0
H -2.6191 1.4302 2.0213 0.5 -0.4 0.0
H -0.5378 2.4595 1.5046 -0.5 -0.3 -0.7
H -0.0489 2.3580 -0.9623 0.0 -0.3 0.2
H 0.3174 0.0858 -1.9667 0.1 0.1 0.3
H 0.2944 -1.8738 -0.4968 -0.4 0.5 -0.2
C -2.6956 -4.3744 -4.6758 0.1 0.3 0.4
C -3.2013 -3.9832 -3.2823 0.3 -0.1 -0.6
C -4.5632 -4.6078 -3.0271 -0.1 0.0 0.0
O -2.2301 -4.4601 -2.3353 -0.7 0.7 0.9
C -2.3711 -3.9833 -1.0333 2.1 -2.4 -0.4
O -1.7070 -4.5376 -0.1680 -1.2 0.9 -0.8
C -3.1675 -2.8142 -0.8536 -1.2 -0.3 0.6
C -3.4791 -1.9903 -1.9669 -0.5 1.9 -2.3
O -3.8412 -0.8262 -1.9182 0.3 -1.5 0.3
O -3.2591 -2.5485 -3.2305 -0.2 -0.2 1.1
H -1.7037 -3.9444 -4.8445 -0.2 -0.1 0.0
H -2.6326 -5.4647 -4.7474 0.0 0.2 0.0
H -3.3882 -4.0002 -5.4357 0.1 0.0 0.2
H -4.9397 -4.3557 -2.0288 0.0 -0.1 -0.2
H -5.2693 -4.2509 -3.7861 0.1 0.0 0.2
H -4.4790 -5.6972 -3.1203 0.0 0.3 0.1
H -3.5610 -2.5603 0.1254 -0.1 -0.2 -0.4
```
Forces are in eV/Å.

Calculated values
- DFT total energy: -2408.26796 a.u.
- HOMO-LUMO gap (spin up / spin down): 6.06 / 5.98 eV
- Multiplicity: 5

Per-atom Mulliken charges, elementary charge units: number 1, O, carries -0.38; number 2, C, carries 0.06; number 3, Fe, carries 0.24; number 4, C, carries 0.40; number 5, O, carries -0.34; number 6, C, carries 0.22; number 7, O, carries -0.38; number 8, C, carries -0.94; number 9, C, carries -0.26; number 10, C, carries -0.63; number 11, C, carries 0.04; number 12, C, carries -1.07; number 13, C, carries -0.25; number 14, C, carries -0.77; number 15, H, carries 1.06; number 16, H, carries 0.29; number 17, H, carries 0.34; number 18, H, carries 0.69; number 19, H, carries 0.40; number 20, H, carries 0.51; number 21, H, carries 0.77; number 22, C, carries -1.60; number 23, C, carries 1.38; number 24, C, carries -1.41; number 25, O, carries -0.36; number 26, C, carries 0.70; number 27, O, carries -0.62; number 28, C, carries -0.39; number 29, C, carries 0.53; number 30, O, carries -0.60; number 31, O, carries -0.36; number 32, H, carries 0.39; number 33, H, carries 0.39; number 34, H, carries 0.39; number 35, H, carries 0.31; number 36, H, carries 0.38; number 37, H, carries 0.39; number 38, H, carries 0.48

***

No. 2
Molecular formula: C16H14N4OS
Method: DFT, ωB97M-V with the def2-TZVPD basis set

The geometry in XYZ format:
```
36
Properties=species:S:1:pos:R:3:forces:R:3
N 0.1585 -0.9368 0.6442 -0.1 -0.8 -1.5
N 0.5642 0.6652 2.2794 -0.8 1.5 -1.1
N 0.8179 -1.5923 2.7657 -0.4 -2.7 -0.6
O 0.1825 -4.1743 3.2848 0.4 -0.3 -0.2
S -1.3089 3.5599 -2.0796 0.1 1.5 0.7
C -1.7244 5.2735 -2.1628 0.2 -0.4 0.8
C -1.4969 5.9502 -0.9885 0.0 -1.9 -0.9
C -0.7544 3.7635 -0.4158 -0.2 0.2 0.4
C -0.9522 5.0662 0.0088 0.0 0.6 0.2
C -0.2533 2.6789 0.4439 -0.1 -2.3 -0.7
C -0.2103 1.3243 0.1224 -0.3 3.8 -0.2
C 0.2101 0.3142 1.0584 -0.2 0.1 0.0
C 0.4973 -1.8814 1.4944 -0.7 -0.4 0.8
C 0.7785 -0.3334 3.0878 0.5 0.0 -1.7
C 0.3135 -5.9785 0.1150 0.1 0.9 -0.6
C 0.2622 -4.9210 -0.8028 0.1 1.2 2.0
C 0.3338 -5.7130 1.4847 0.3 -1.1 -0.4
C 0.2762 -3.5982 -0.3001 0.3 -0.8 -0.2
C 0.3457 -4.4117 1.9493 -0.5 1.4 1.2
C 0.3920 -3.3104 1.0742 0.0 -0.1 -1.4
N 1.1102 0.0082 4.2909 0.8 1.9 3.0
C -0.6649 5.6558 1.3747 0.6 -0.8 -0.4
H 0.2699 -3.2035 3.4514 0.2 -0.5 -0.2
H -2.1475 5.7103 -3.0496 0.0 -0.2 -0.2
H -1.7443 6.9899 -0.8435 0.1 0.0 0.1
H 0.0900 2.9134 1.4524 -0.2 0.3 -0.3
H -0.5368 1.0627 -0.8705 0.0 -0.6 0.0
H 0.3566 -6.9665 -0.3361 0.0 -0.1 0.6
H 0.2690 -5.0995 -1.8469 -0.1 -0.1 -0.8
H 0.4011 -6.5466 2.1902 -0.2 0.5 -0.1
H 0.2208 -2.7705 -0.9935 0.1 0.1 0.0
H 1.3820 0.9928 4.2908 -0.1 -0.5 0.6
H 1.7069 -0.6413 4.7370 0.5 -0.5 0.8
H -0.1288 4.9620 2.0233 0.0 0.1 0.0
H -0.0678 6.5513 1.2536 0.3 0.2 0.0
H -1.5602 5.9634 1.8785 -0.7 0.0 0.2
```
Forces are in eV/Å.

Calculated values
- DFT total energy: -1310.57934 a.u.
- Energy relative to the best compared isomer or geometry (same formula, charge and spin): 0.0 kcal/mol
- HOMO-LUMO gap: 7.77 eV

Per-atom Mulliken charges, elementary charge units: number 1, N, carries -0.52; number 2, N, carries -0.55; number 3, N, carries -0.76; number 4, O, carries -0.62; number 5, S, carries -0.19; number 6, C, carries -0.37; number 7, C, carries -0.82; number 8, C, carries 0.58; number 9, C, carries 0.45; number 10, C, carries 0.05; number 11, C, carries -0.54; number 12, C, carries 0.11; number 13, C, carries 0.77; number 14, C, carries 0.36; number 15, C, carries -0.23; number 16, C, carries -0.82; number 17, C, carries -0.75; number 18, C, carries -0.48; number 19, C, carries 0.60; number 20, C, carries 0.33; number 21, N, carries -0.43; number 22, C, carries -1.31; number 23, H, carries 0.42; number 24, H, carries 0.43; number 25, H, carries 0.39; number 26, H, carries 0.32; number 27, H, carries 0.45; number 28, H, carries 0.35; number 29, H, carries 0.42; number 30, H, carries 0.39; number 31, H, carries 0.42; number 32, H, carries 0.28; number 33, H, carries 0.27; number 34, H, carries 0.36; number 35, H, carries 0.33; number 36, H, carries 0.31

***

No. 3
Molecular formula: C16H14NO5PdSe
Method: DFT, ωB97M-V with the def2-TZVPD basis set

The geometry in XYZ format:
```
38
Properties=species:S:1:pos:R:3:forces:R:3
Pd -0.1160 1.2344 0.8792 -0.2 -0.2 -0.4
O 0.2401 6.8269 -1.0922 0.0 0.0 0.0
C 0.1102 5.5123 -0.7791 -0.1 -0.1 0.0
C -1.1400 4.9352 -0.5517 0.0 0.0 -0.1
C -1.1814 3.5950 -0.2319 0.0 -0.1 0.0
N -0.0566 2.8998 -0.1881 0.1 -0.1 0.4
C 1.1527 3.4286 -0.3351 0.0 -0.1 0.0
C 1.2798 4.7617 -0.6565 0.1 0.0 -0.1
C 2.2924 2.4420 -0.0117 -0.1 -0.1 -0.1
O 3.4359 2.7842 -0.2499 0.1 0.0 0.0
O 1.9082 1.3136 0.4928 0.0 0.4 0.1
C -2.4174 2.7878 0.2027 0.0 0.0 -0.1
O -3.5169 3.2905 0.0416 0.0 0.0 0.0
O -2.1514 1.6316 0.7092 0.1 0.2 0.1
H -0.6312 7.2371 -1.1092 0.0 0.0 0.0
H -2.0631 5.5008 -0.5945 0.0 0.0 0.0
H 2.2570 5.2060 -0.7813 0.0 0.0 0.0
C 0.2178 -5.4041 -1.6262 0.0 0.0 0.0
C 0.1170 -4.2262 -0.6921 -0.1 0.0 0.0
C -1.1115 -3.6723 -0.3643 0.1 0.0 0.0
C -1.2207 -2.5973 0.5150 0.0 0.1 0.1
C -2.5829 -2.0220 0.8035 0.1 0.0 0.0
C -0.0611 -2.0677 1.1007 -0.1 0.0 -0.1
Se -0.1990 -0.6494 2.3994 0.0 -0.1 0.0
C 1.1925 -2.5983 0.7579 0.0 0.0 0.0
C 2.4662 -2.0139 1.3033 0.0 0.0 0.0
C 1.2563 -3.6671 -0.1296 0.0 0.0 0.0
H -0.7342 -5.5942 -2.1228 0.0 0.0 0.0
H 0.4992 -6.3114 -1.0855 0.0 0.0 0.0
H 0.9738 -5.2357 -2.3957 0.0 0.0 0.0
H -2.0144 -4.0760 -0.8129 0.0 0.0 0.0
H -3.3134 -2.3953 0.0838 0.0 0.0 0.0
H -2.5622 -0.9332 0.7662 0.0 0.0 0.0
H -2.9142 -2.2913 1.8089 0.0 0.0 0.0
H 2.5935 -0.9854 0.9595 0.0 0.0 0.0
H 3.3256 -2.6072 0.9869 0.0 0.0 0.0
H 2.4395 -1.9681 2.3922 0.0 0.0 0.0
H 2.2298 -4.0716 -0.3926 0.0 0.0 0.0
```
Forces are in eV/Å.

Calculated values
- DFT total energy: -3578.54658 a.u.
- Energy relative to the best compared isomer or geometry (same formula, charge and spin): 1.0 kcal/mol
- Total charge: -1
- HOMO-LUMO gap: 6.77 eV

Per-atom Mulliken charges, elementary charge units: number 1, Pd, carries 0.40; number 2, O, carries -0.52; number 3, C, carries 1.21; number 4, C, carries -0.30; number 5, C, carries -0.26; number 6, N, carries -0.56; number 7, C, carries 0.00; number 8, C, carries -0.40; number 9, C, carries 0.54; number 10, O, carries -0.68; number 11, O, carries -0.64; number 12, C, carries 0.58; number 13, O, carries -0.69; number 14, O, carries -0.63; number 15, H, carries 0.29; number 16, H, carries 0.42; number 17, H, carries 0.52; number 18, C, carries -1.42; number 19, C, carries 0.68; number 20, C, carries -1.05; number 21, C, carries 1.03; number 22, C, carries -1.23; number 23, C, carries -0.10; number 24, Se, carries -0.26; number 25, C, carries 1.21; number 26, C, carries -1.37; number 27, C, carries -0.94; number 28, H, carries 0.35; number 29, H, carries 0.29; number 30, H, carries 0.34; number 31, H, carries 0.23; number 32, H, carries 0.35; number 33, H, carries 0.18; number 34, H, carries 0.30; number 35, H, carries 0.16; number 36, H, carries 0.36; number 37, H, carries 0.35; number 38, H, carries 0.29

***

No. 4
Molecular formula: C16H15AuCl3N4O4S2
Method: DFT, ωB97M-V with the def2-TZVPD basis set

The geometry in XYZ format:
```
45
Properties=species:S:1:pos:R:3:forces:R:3
Au -0.3007 -1.0954 0.5620 0.9 -0.6 0.5
Cl -5.2615 3.0273 -3.5616 0.0 0.0 0.0
C -4.5029 1.8567 -2.5833 0.0 0.1 -0.1
C -3.1037 1.8890 -2.4559 0.0 -0.1 0.0
C -2.4890 0.9488 -1.6846 0.0 0.1 -0.1
Cl -0.7797 0.9434 -1.5454 0.0 0.1 -0.1
C -3.2313 -0.0819 -0.9809 -0.1 -0.1 0.1
O -2.6921 -0.9400 -0.2654 -0.1 0.0 -0.1
C -4.6787 -0.0506 -1.1663 0.0 0.0 0.0
Cl -5.5909 -1.2487 -0.3691 0.0 0.0 0.0
C -5.2903 0.8922 -1.9434 0.1 0.0 0.0
H -2.5348 2.6472 -2.9745 0.0 0.0 0.0
H -6.3634 0.9002 -2.0674 0.0 0.0 0.0
N 0.0010 -0.3420 2.6012 -0.3 0.1 -0.1
C 0.5090 1.0030 2.7725 0.1 0.1 0.0
C 1.5270 1.2549 3.6785 0.0 -0.1 -0.1
C 2.0178 2.5431 3.8150 0.1 0.2 0.1
C 1.4703 3.5714 3.0621 -0.3 -0.3 0.0
C 0.4445 3.3130 2.1594 0.0 0.3 -0.1
C -0.0304 2.0264 2.0056 0.0 -0.1 0.1
S 2.0721 5.2111 3.2377 1.0 0.4 0.0
O 2.0802 5.8318 1.9282 -0.2 -0.1 0.0
O 3.3235 5.1553 3.9401 -0.2 -0.2 -0.1
O 1.1143 6.0253 4.0240 -0.4 -0.1 0.0
H 0.6411 -1.0103 3.0164 0.0 0.0 0.0
H -0.8838 -0.4392 3.0933 0.0 0.0 0.0
H 1.9482 0.4485 4.2661 0.0 0.0 0.0
H 2.8285 2.7517 4.4997 0.0 0.0 0.0
H 0.0411 4.1169 1.5573 0.0 0.0 0.0
H -0.8033 1.8068 1.2799 0.0 0.0 0.0
C 4.0703 -3.1548 -3.2740 0.0 0.0 -0.1
C 3.6682 -3.9553 -2.0372 0.0 -0.1 0.1
C 2.2620 -3.6700 -1.6156 0.1 0.1 0.0
N 1.9179 -2.6924 -0.8603 -0.1 0.0 0.1
N 0.5576 -2.6344 -0.6692 -0.3 0.3 -0.2
C -0.1127 -3.5645 -1.3030 -0.1 0.0 0.0
N -1.4517 -3.6726 -1.2648 0.0 0.0 0.0
S 0.9180 -4.6263 -2.1832 -0.1 0.0 0.0
H 5.1015 -3.3723 -3.5472 0.0 0.0 0.0
H 3.9853 -2.0853 -3.0843 0.0 0.0 0.0
H 3.4367 -3.4006 -4.1273 0.0 0.0 0.0
H 4.3137 -3.7157 -1.1919 0.0 0.1 0.0
H 3.7759 -5.0257 -2.2227 0.0 0.0 0.0
H -1.9940 -2.9782 -0.7710 0.0 0.0 0.0
H -1.9307 -4.4079 -1.7495 0.0 0.0 0.0
```
Forces are in eV/Å.

Calculated values
- DFT total energy: -3451.01778 a.u.
- Energy relative to the best compared isomer or geometry (same formula, charge and spin): 3.5 kcal/mol
- Total charge: +1
- HOMO-LUMO gap (spin up / spin down): 9.26 / 6.03 eV
- Multiplicity: 3

Per-atom Mulliken charges, elementary charge units: number 1, Au, carries 0.63; number 2, Cl, carries -0.13; number 3, C, carries 0.57; number 4, C, carries -0.79; number 5, C, carries 0.68; number 6, Cl, carries -0.14; number 7, C, carries -0.06; number 8, O, carries -0.68; number 9, C, carries 0.43; number 10, Cl, carries -0.13; number 11, C, carries -0.73; number 12, H, carries 0.47; number 13, H, carries 0.46; number 14, N, carries -0.61; number 15, C, carries 0.64; number 16, C, carries -0.79; number 17, C, carries -0.53; number 18, C, carries 0.25; number 19, C, carries -0.80; number 20, C, carries -0.30; number 21, S, carries 1.34; number 22, O, carries -0.49; number 23, O, carries -0.54; number 24, O, carries -0.36; number 25, H, carries 0.35; number 26, H, carries 0.31; number 27, H, carries 0.34; number 28, H, carries 0.49; number 29, H, carries 0.39; number 30, H, carries 0.42; number 31, C, carries -1.03; number 32, C, carries -0.46; number 33, C, carries 0.33; number 34, N, carries -0.62; number 35, N, carries 0.04; number 36, C, carries 0.63; number 37, N, carries -0.33; number 38, S, carries -0.17; number 39, H, carries 0.34; number 40, H, carries 0.32; number 41, H, carries 0.32; number 42, H, carries 0.26; number 43, H, carries 0.34; number 44, H, carries 0.15; number 45, H, carries 0.21

***

F_max, record by record: 4.7, 3.8, 0.5, 1.1 eV Å⁻¹